{
  "formula": "C39H38N10OPbS4Se2Te2",
  "method": "the ωB97M-V functional and the def2-TZVPD basis",
  "gap_ha": 0.2485,
  "energy_ha": -9256.3952,
  "de_lowest_kj_mol": 0.0,
  "homo_energy_ha": -0.253,
  "multiplicity": 1,
  "e_lumo_ev": -0.13,
  "symbols": ["Pb", "C", "C", "C", "C", "C", "C", "C", "N", "C", "N", "C", "C", "C", "C", "C", "C", "C", "N", "C", "C", "C", "C", "C", "C", "C", "H", "H", "H", "H", "H", "H", "H", "H", "H", "H", "H", "H", "H", "H", "H", "H", "H", "H", "H", "H", "H", "H", "Se", "Te", "Te", "Se", "S", "C", "N", "C", "C", "C", "N", "H", "H", "H", "H", "C", "N", "C", "C", "C", "N", "C", "O", "N", "H", "H", "H", "H", "H", "H", "H", "S", "C", "S", "C", "N", "N", "C", "C", "C", "C", "C", "C", "S", "H", "H", "H", "H", "H"],
  "positions_angstrom": [[-0.5234, 1.8217, -0.5325], [2.5554, 1.4149, -4.7660], [3.6361, 0.3883, -4.5672], [4.2244, -0.2314, -5.6684], [5.2527, -1.1482, -5.5279], [5.7331, -1.4624, -4.2646], [5.1546, -0.8738, -3.1538], [4.1038, 0.0281, -3.2968], [3.5410, 0.5878, -2.1155], [2.2167, 0.5427, -1.7643], [1.5027, -0.3866, -2.4378], [0.1536, -0.8369, -2.3727], [-0.8314, -0.1954, -1.6243], [-2.0972, -0.7819, -1.6096], [-2.3830, -1.9465, -2.3044], [-1.3809, -2.5499, -3.0502], [-0.1040, -2.0085, -3.1051], [0.9610, -2.6757, -3.9414], [1.7542, 1.2932, -0.8003], [2.6374, 2.2611, -0.2279], [2.8381, 3.4804, -0.8682], [3.6410, 4.4467, -0.2854], [4.2470, 4.1916, 0.9356], [4.0428, 2.9758, 1.5680], [3.2379, 1.9932, 1.0026], [2.9789, 0.6873, 1.7005], [2.7084, 1.9464, -5.7042], [2.5353, 2.1458, -3.9577], [1.5605, 0.9644, -4.8028], [3.8757, 0.0307, -6.6602], [5.6899, -1.6088, -6.4041], [6.5441, -2.1674, -4.1402], [5.5053, -1.1073, -2.1561], [4.1173, 1.1985, -1.5564], [2.0552, -0.8739, -3.1249], [-2.8949, -0.3078, -1.0410], [-3.3746, -2.3807, -2.2737], [-1.5890, -3.4612, -3.5987], [0.5569, -3.5677, -4.4166], [1.8272, -2.9845, -3.3474], [1.3212, -2.0186, -4.7398], [2.3352, 3.6691, -1.8098], [3.7732, 5.4021, -0.7761], [4.8650, 4.9470, 1.4032], [4.5002, 2.7874, 2.5318], [3.5824, 0.6065, 2.6041], [3.2064, -0.1636, 1.0541], [1.9238, 0.6072, 1.9772], [-4.5681, 2.3996, 0.3350], [-3.3645, 4.4360, -0.4819], [-2.7976, 3.6739, -3.0085], [-0.3525, 3.1321, -2.9980], [0.2691, 4.3329, 1.7710], [0.2871, 3.6363, 3.2684], [-0.9210, 3.3919, 3.9056], [-1.0233, 2.9903, 5.1809], [0.1061, 2.7986, 5.9096], [1.3216, 2.9231, 5.2007], [1.4214, 3.3030, 3.9562], [-1.7515, 3.5072, 3.3423], [-2.0222, 2.8454, 5.5666], [0.0705, 2.5247, 6.9510], [2.2598, 2.6814, 5.6936], [-0.4155, -1.4269, 6.0245], [0.1162, -1.5178, 4.6724], [1.1196, -2.3824, 4.3995], [1.6260, -2.5118, 3.1586], [1.0521, -1.6754, 2.1511], [0.0905, -0.8095, 2.4101], [-0.4190, -0.6942, 3.6543], [-1.3557, 0.0516, 3.9327], [1.4869, -1.7468, 0.8869], [-0.4526, -2.4188, 6.4712], [-1.4170, -1.0135, 5.9692], [0.2039, -0.7751, 6.6407], [1.4796, -2.9713, 5.2329], [2.4113, -3.2164, 2.9327], [2.1549, -2.4379, 0.6019], [1.0371, -1.1662, 0.1924], [-4.4905, -4.1665, 1.9891], [-4.4161, -2.5361, 1.7537], [-3.2136, -1.5466, 2.5447], [-3.7915, -0.1525, 1.6683], [-4.7952, -0.4029, 0.9105], [-5.1578, -1.7258, 0.9543], [-6.1787, -2.1087, 0.0298], [-7.0603, -3.1434, 0.3062], [-8.0262, -3.4789, -0.6318], [-8.1224, -2.7878, -1.8289], [-7.2473, -1.7419, -2.0880], [-6.2761, -1.3983, -1.1634], [-3.1021, 1.4503, 1.7581], [-6.9973, -3.6822, 1.2373], [-8.7093, -4.2903, -0.4180], [-8.8778, -3.0582, -2.5550], [-7.3139, -1.1908, -3.0167], [-5.5942, -0.5825, -1.3567]]
}

=====

{
  "formula": "C39H38N2O2Sb2W",
  "method": "the ωB97M-V functional and the def2-TZVPD basis",
  "gap_ha": [0.2367, 0.2377],
  "energy_ha": -2315.9364,
  "de_lowest_kj_mol": 75.1,
  "charge": 2,
  "homo_energy_ha": [-0.500, -0.499],
  "multiplicity": 1,
  "e_lumo_ev": [-7.17, -7.12],
  "symbols": ["W", "C", "C", "O", "C", "C", "C", "N", "N", "C", "O", "C", "C", "C", "C", "C", "C", "H", "H", "H", "H", "H", "H", "H", "H", "H", "H", "H", "H", "C", "C", "C", "Sb", "C", "C", "C", "C", "C", "C", "C", "C", "C", "C", "C", "C", "Sb", "C", "C", "C", "C", "C", "C", "C", "C", "C", "C", "C", "C", "H", "H", "H", "H", "H", "H", "H", "H", "H", "H", "H", "H", "H", "H", "H", "H", "H", "H", "H", "H", "H", "H", "H", "H", "H", "H"],
  "positions_angstrom": [[-1.4647, -0.4611, 0.2798], [-3.9445, -3.5976, 1.6944], [-2.9582, -2.4814, 1.7757], [-2.9785, -1.6299, 0.7923], [-2.1298, -2.3445, 2.8840], [-1.5026, -1.1426, 3.2374], [-1.1208, -0.8656, 4.6511], [-1.3455, -0.1905, 2.3091], [-1.2620, 1.1015, 2.7861], [-1.5742, 1.9202, 1.8480], [-1.8392, 1.4429, 0.6068], [-1.6628, 3.3677, 2.0623], [-0.9529, 3.9586, 3.1067], [-1.0544, 5.3228, 3.3190], [-1.8698, 6.0953, 2.5017], [-2.5882, 5.5055, 1.4700], [-2.4837, 4.1430, 1.2450], [-4.2347, -3.7753, 0.6622], [-4.8397, -3.3349, 2.2629], [-3.5299, -4.5052, 2.1301], [-2.1977, -3.1134, 3.6404], [-1.0196, -1.7994, 5.1991], [-1.8988, -0.2673, 5.1296], [-0.1968, -0.2910, 4.6936], [-0.3418, 3.3433, 3.7541], [-0.5034, 5.7850, 4.1267], [-1.9506, 7.1601, 2.6738], [-3.2355, 6.1073, 0.8469], [-3.0511, 3.6764, 0.4494], [1.1740, 2.7168, -0.4365], [-0.0419, 3.2997, -1.1608], [-0.5209, 2.5516, -2.4018], [-1.5222, 0.6697, -2.1217], [-1.1538, -0.2608, -3.9628], [0.0218, -0.0801, -4.6909], [0.1537, -0.6691, -5.9387], [-0.8876, -1.4204, -6.4696], [-2.0659, -1.5887, -5.7556], [-2.2012, -1.0105, -4.5023], [-0.8602, -2.1220, -0.8237], [-0.1730, -2.4686, 0.3296], [0.4363, -3.7151, 0.4872], [0.3262, -4.6173, -0.5529], [-0.3841, -4.2884, -1.7097], [-0.9790, -3.0480, -1.8563], [1.1236, 0.6191, -0.0290], [2.1096, 0.3415, 1.8098], [2.0357, 1.2936, 2.8223], [2.6380, 1.0441, 4.0475], [3.3015, -0.1563, 4.2643], [3.3764, -1.1067, 3.2550], [2.7834, -0.8599, 2.0241], [2.4983, -0.2328, -1.3687], [3.8327, 0.1586, -1.2543], [4.7781, -0.3612, -2.1238], [4.3968, -1.2731, -3.1012], [3.0715, -1.6654, -3.2120], [2.1185, -1.1461, -2.3446], [1.3134, 3.2193, 0.5215], [2.0895, 2.8551, -1.0150], [0.2309, 4.3088, -1.4826], [-0.8619, 3.4282, -0.4598], [0.3061, 2.3029, -3.0723], [-1.2200, 3.1587, -2.9777], [0.8471, 0.4978, -4.2941], [1.0677, -0.5340, -6.5016], [-0.7830, -1.8681, -7.4488], [-2.8810, -2.1617, -6.1768], [-3.1295, -1.1375, -3.9548], [-0.0314, -1.7610, 1.1830], [0.9820, -3.9545, 1.3894], [0.7857, -5.5927, -0.4662], [-0.4802, -5.0209, -2.5005], [-1.5263, -2.8104, -2.7571], [1.5203, 2.2336, 2.6644], [2.5973, 1.7899, 4.8306], [3.7744, -0.3456, 5.2187], [3.9119, -2.0323, 3.4202], [2.8739, -1.5922, 1.2282], [4.1424, 0.8573, -0.4844], [5.8128, -0.0581, -2.0374], [5.1388, -1.6795, -3.7753], [2.7762, -2.3774, -3.9720], [1.0877, -1.4598, -2.4410]]
}